Record 1
Density functional theory data (ωB97M-V/def2-TZVPD) for one molecule with the formula C20H30N4O4 close to a stationary point.

Total charge   0
Structure (SMILES)   COc1ccc(N)c(C(=O)NCCC2(O)CN(C(=O)C3(N(C)C)CCC3)C2)c1
Frontier orbital gap   0.2966 hartree
ΔE to the lowest compared entry with this formula, charge and spin   270.2 kJ/mol

The geometry in XYZ format:
```
58
Properties=species:S:1:pos:R:3:forces:R:3
H -0.108725 0.667849 -1.812521 0.00 0.00 0.00
H -1.428600 5.654097 3.328864 0.00 0.00 0.00
C -1.003931 5.337262 2.364286 0.00 0.00 0.00
H 2.701345 0.210484 -0.689054 0.00 0.00 0.00
C 1.719006 2.081833 -0.378306 0.00 0.00 0.00
H -2.301091 0.993513 4.803972 0.00 0.00 0.00
C 1.678114 0.584429 -0.600300 0.00 0.00 0.00
C 0.847486 -1.911072 -3.107429 0.00 0.00 0.00
C -0.985069 2.996767 2.847281 0.00 0.00 0.00
C 1.390030 -4.227077 -3.919831 0.00 0.00 0.00
C 0.376625 -6.157205 -2.838813 0.00 0.00 0.00
O 2.291676 2.662982 -1.524698 0.00 0.00 0.00
H -0.742722 -3.329160 -1.417342 0.00 0.00 0.00
H 0.082526 5.330742 2.460447 0.00 0.00 0.00
C -0.157418 -3.958245 -2.076656 0.00 0.00 0.00
H -3.263456 3.129299 1.279855 0.00 0.00 0.00
C -1.373355 3.003377 4.348672 0.00 0.00 0.00
H -2.353170 3.461138 4.491462 0.00 0.00 0.00
O 1.298338 2.785502 3.640969 0.00 0.00 0.00
O 1.051066 -1.330561 -4.166869 0.00 0.00 0.00
H -1.274799 6.080255 1.613599 0.00 0.00 0.00
H -0.463370 -7.672150 -0.651754 0.00 0.00 0.00
C -1.464264 1.464652 4.292398 0.00 0.00 0.00
H 2.773241 1.681240 1.584246 0.00 0.00 0.00
C 0.693422 -3.396829 -3.022033 0.00 0.00 0.00
C -0.326774 -5.329480 -1.973750 0.00 0.00 0.00
H -1.798701 -7.575152 -1.829454 0.00 0.00 0.00
C -1.558186 1.552396 2.753226 0.00 0.00 0.00
H 1.238783 0.126453 0.293437 0.00 0.00 0.00
N 0.994733 2.875367 1.423286 0.00 0.00 0.00
C 2.330775 2.482450 0.990407 0.00 0.00 0.00
H -3.163735 4.870425 1.080830 0.00 0.00 0.00
H -0.650674 3.438118 5.033849 0.00 0.00 0.00
H -2.593311 1.547531 2.418489 0.00 0.00 0.00
C -2.919104 4.047185 1.752377 0.00 0.00 0.00
C 0.372698 2.686061 0.113392 0.00 0.00 0.00
H 0.681959 -1.779429 -1.083711 0.00 0.00 0.00
H 0.275294 -7.231937 -2.791950 0.00 0.00 0.00
C 0.880954 0.198604 -1.836949 0.00 0.00 0.00
N 0.752279 -1.242696 -1.930741 0.00 0.00 0.00
H 2.332901 3.617985 -1.409589 0.00 0.00 0.00
H -3.487752 4.197762 2.682777 0.00 0.00 0.00
C -1.394090 -7.155581 -0.903819 0.00 0.00 0.00
O -1.198669 -5.761525 -1.011226 0.00 0.00 0.00
H -2.111982 -7.301740 -0.101444 0.00 0.00 0.00
H 2.491487 -4.331358 -5.617453 0.00 0.00 0.00
C 0.536113 2.890872 2.693737 0.00 0.00 0.00
C 1.217837 -5.603893 -3.791466 0.00 0.00 0.00
N 2.272812 -3.711263 -4.855973 0.00 0.00 0.00
H -0.492533 2.022283 0.103160 0.00 0.00 0.00
H 3.034034 3.317482 0.932582 0.00 0.00 0.00
H -0.992377 0.831762 2.160572 0.00 0.00 0.00
H -0.533907 1.004691 4.617838 0.00 0.00 0.00
N -1.480911 4.026739 1.946198 0.00 0.00 0.00
H 1.759413 -6.261645 -4.461325 0.00 0.00 0.00
H 0.101334 3.624688 -0.373706 0.00 0.00 0.00
H 2.067723 -2.762259 -5.135253 0.00 0.00 0.00
H 1.378672 0.545982 -2.738790 0.00 0.00 0.00
```
Positions in Å, forces in eV/Å.


Record 2
Density functional theory data (ωB97M-V/def2-TZVPD) for a 8-piece molecular cluster, C20H39N3O5S overall in a non-equilibrium geometry.

Total charge   0
Frontier orbital gap   0.3381 hartree

The geometry in XYZ format:
```
68
Properties=species:S:1:pos:R:3:forces:R:3
C -34.393515 -29.585759 40.134164 0.34 -0.40 0.11
H -32.641318 -28.800890 34.834421 0.14 -0.58 -0.24
C -35.550894 -19.705972 29.091715 -0.30 0.41 -0.65
C -34.028599 -28.742275 38.936012 0.50 0.09 0.44
H -35.227001 -23.233021 33.643732 -0.16 0.14 0.18
H -42.798888 -25.085422 35.665928 0.34 -0.18 0.20
C -31.726586 -28.431728 34.368478 -0.72 1.18 0.64
C -30.642812 -28.548943 35.339070 0.19 -0.19 -0.37
H -36.281186 -28.387889 30.159173 0.12 0.01 0.04
H -36.171330 -23.890094 27.880853 0.13 0.15 0.10
H -37.398417 -28.297724 31.515225 0.07 0.26 0.34
C -35.431540 -29.296745 33.425157 -0.84 0.12 0.03
C -40.104600 -25.409671 34.672928 0.43 0.36 0.40
H -39.311146 -25.200289 33.957199 -0.04 -0.54 -0.15
H -34.241574 -26.915670 37.946699 -0.26 0.15 -0.04
H -41.706516 -23.841705 36.366004 -0.56 0.22 0.25
C -36.038830 -23.847167 33.256530 0.95 -0.94 -0.18
H -42.961952 -23.475250 35.040800 0.16 0.42 0.47
H -34.492197 -25.412266 35.819382 0.25 0.41 -0.64
H -33.440924 -24.168266 29.339055 0.03 -0.19 0.12
N -37.275620 -17.890677 32.321987 -0.13 0.20 -0.14
N -34.811741 -21.842639 30.380764 -0.06 0.14 -0.13
C -35.478935 -25.509872 35.372375 -0.97 -0.49 0.55
H -36.362292 -28.828107 33.766484 0.02 -0.34 0.29
O -33.182894 -29.094037 38.148633 -0.20 -0.10 -0.10
H -31.543351 -28.811964 33.371248 0.17 -0.44 0.15
H -36.015616 -23.782645 32.169817 -0.33 0.24 0.01
O -35.162255 -26.681477 28.468140 -0.07 -0.07 0.30
C -35.147278 -20.924287 29.776283 -0.29 -0.04 0.21
H -39.665727 -25.344015 35.673953 -0.17 0.17 0.05
C -33.618973 -24.898177 28.545430 0.14 0.26 0.27
H -31.974332 -27.369980 34.249979 0.31 0.02 -0.11
H -36.201617 -23.952905 29.648292 0.25 0.06 -0.01
H -34.648178 -28.639333 33.799886 0.29 -0.10 -0.35
H -35.772376 -27.555519 38.674283 -0.04 0.26 0.05
O -34.943164 -30.195234 31.272378 -0.14 -0.06 0.33
C -35.000006 -25.495724 28.639083 -0.10 0.10 -0.82
H -36.160610 -24.735444 35.726573 0.14 0.07 0.08
H -36.057393 -19.001039 29.751086 0.46 0.01 0.34
H -34.503765 -26.800104 39.697548 -0.22 -0.02 0.07
C -42.243248 -24.166471 35.474073 0.20 -0.32 -0.77
H -35.861886 -26.457757 35.762739 -0.04 0.00 -0.16
H -36.049411 -20.583309 33.347103 -0.12 0.08 -0.13
H -34.676815 -19.273996 28.606283 0.02 0.24 0.26
H -34.681231 -19.730085 32.688506 0.04 0.31 -0.01
H -36.286448 -19.829334 28.293454 0.12 -0.68 0.05
C -36.516101 -18.634298 32.748772 0.12 -0.14 -0.21
H -35.845515 -27.329721 31.510233 -0.40 0.18 0.00
H -40.519429 -26.415601 34.622812 0.01 -0.01 -0.37
H -32.893623 -25.707032 28.554915 0.07 0.06 0.16
C -34.701344 -27.397800 38.807033 0.37 -0.26 -0.25
H -35.346425 -19.322309 34.316313 0.27 0.08 -0.12
H -34.148661 -30.627862 39.923214 -0.44 -0.01 -0.17
N -29.790136 -28.631748 36.103282 -0.07 0.03 -0.04
O -34.163595 -25.803649 33.101297 -0.88 0.13 -0.03
H -35.316620 -30.313936 33.791209 0.07 0.10 0.28
S -35.582468 -25.595057 33.564184 1.09 0.30 0.40
H -33.478337 -24.334336 27.619115 -0.30 -0.11 -0.11
C -35.578529 -19.599705 33.287511 -0.13 -0.59 0.57
C -35.527801 -29.360612 31.923508 0.24 0.53 -0.88
C -36.186757 -24.559588 28.744905 -0.27 -0.15 -0.09
H -37.012547 -23.668193 33.702046 -0.06 0.18 -0.11
H -37.115529 -25.124957 28.682666 0.10 -0.14 0.08
H -33.751069 -29.378030 40.995992 -0.01 0.51 -0.14
C -36.344986 -28.260807 31.238187 0.59 -0.74 -0.19
H -35.422981 -29.425089 40.447181 -0.06 -0.21 -0.02
O -41.102458 -23.648343 33.459491 0.09 0.05 -0.05
C -41.151442 -24.351093 34.440268 -0.42 -0.19 -0.02
```
Positions in Å, forces in eV/Å.


Record 3
Density functional theory data (ωB97M-V/def2-TZVPD) for one molecule with the formula C3H7N in a non-equilibrium geometry.

Total charge   0
Structure (SMILES)   C=CNC
Frontier orbital gap   0.3352 hartree
ΔE to the lowest compared entry with this formula, charge and spin   226.3 kJ/mol

The geometry in XYZ format:
```
11
Properties=species:S:1:pos:R:3:forces:R:3
H 1.293671 1.677333 -1.773050 0.98 -1.00 -1.19
H -0.201048 0.769423 -2.537275 -0.43 0.99 0.47
N -0.732078 0.100504 0.173203 1.05 -1.82 -0.37
C 0.593491 0.842585 -1.799654 -0.32 -0.30 1.06
H 1.363046 -0.285725 -0.158460 0.13 1.50 0.62
C 0.493609 0.232486 -0.587864 -0.63 0.33 -0.05
H -1.008585 -0.173639 2.357993 -0.54 0.85 -0.05
H -1.294925 -0.522370 -0.406350 -0.74 0.34 0.34
H -0.634898 -1.618018 1.514163 -0.33 -0.01 -0.34
C -0.482211 -0.532669 1.494563 1.61 -1.34 -0.42
H 0.609926 -0.489908 1.722726 -0.77 0.46 -0.05
```
Positions in Å, forces in eV/Å.


Record 4
Density functional theory data (ωB97M-V/def2-TZVPD) for C10H18B2BrF13O3SSb as an isolated structure in a non-equilibrium geometry.

Total charge   -1
Frontier orbital gap   0.2157 hartree

The geometry in XYZ format:
```
49
Properties=species:S:1:pos:R:3:forces:R:3
H 2.509448 -1.849593 -2.725390 -0.52 0.23 -0.24
H -1.887162 -1.037259 -2.351510 -0.18 -0.06 0.05
F -4.424503 0.084600 -2.369719 0.17 0.16 0.37
F -3.640829 -0.892144 3.342542 -0.02 0.18 -0.09
F -3.519195 1.917035 1.876303 0.14 -0.03 0.06
O 2.207534 -2.555347 -2.147970 0.58 -0.01 0.23
F -4.510689 1.765474 -0.940853 0.21 -0.34 -0.25
C -2.391578 0.763561 -1.435318 -0.16 0.45 -0.04
H 2.727053 -3.578054 1.984896 -0.16 0.09 0.01
O 2.431897 2.403188 -0.800254 0.25 0.10 -0.01
H 4.033747 -3.684720 -0.729514 0.02 0.01 -0.07
H 1.752244 -4.275327 0.683404 -0.09 -0.04 0.07
H 4.139634 3.153671 -1.686926 0.08 0.09 -0.07
H 0.104896 0.924383 -1.990284 -0.03 0.01 0.06
F -5.799015 -0.698386 -0.610525 0.27 -0.16 0.10
F -4.729411 1.056495 3.570450 0.24 -0.09 -0.03
C -1.517831 -0.459109 -1.502563 0.37 0.05 -0.17
B 2.434157 -2.198697 -0.812908 0.31 -0.19 0.15
F -5.570469 -1.071699 1.867555 0.15 0.58 -0.15
H 0.351261 0.836302 0.912767 -0.02 -0.14 0.16
H 4.161312 -2.438785 0.515680 0.00 0.02 0.11
C -4.553693 -0.430725 -0.117051 -0.15 -0.18 -0.02
H 4.356244 4.690518 0.594072 0.04 0.03 0.03
H 5.121722 3.108353 0.441651 -0.05 -0.09 0.10
F -2.487121 0.987886 3.612516 -0.19 -0.05 -0.14
F -2.385830 1.388520 -2.669004 0.11 -0.01 0.35
C -0.027478 -0.122735 -1.710088 -0.08 0.11 0.05
O 4.104059 0.707158 -0.884337 0.08 0.59 0.19
S -3.584230 0.507006 2.598241 -0.28 0.00 -0.24
F -3.874811 -1.597578 -0.058998 -0.26 0.49 -0.09
H 0.351468 -0.717126 -2.541708 0.05 -0.06 0.05
C 2.766302 -4.029067 0.997091 0.22 -0.02 -0.05
Sb 1.249271 -0.440243 0.095345 -0.78 0.33 -1.17
B 2.791591 1.104549 -0.616067 0.02 -0.17 0.09
H 0.084503 -1.646208 0.776819 -0.09 0.02 0.06
F -1.958012 1.707068 -0.554502 -0.16 -0.49 -0.08
Br 2.700874 -0.608524 2.402880 0.52 0.04 0.52
H 2.909330 4.327361 -1.181564 -0.01 0.00 -0.07
C 4.165457 3.629443 0.429539 0.09 0.06 -0.10
H 3.549789 3.260862 1.249651 0.00 0.02 0.02
C 3.441840 3.421243 -0.895336 -0.30 -0.12 -0.05
C 3.460115 -3.086099 -0.014052 -0.20 -0.30 -0.11
C -4.935075 0.009693 1.354809 -0.39 -0.15 0.07
H 3.318745 -4.966732 1.076974 0.00 -0.04 0.05
C -3.934242 0.557660 -1.186241 -0.22 -0.03 -0.08
H -1.629722 -1.077763 -0.618381 -0.19 0.01 0.26
F -2.476925 -0.063032 1.637421 0.21 0.11 -0.01
F -5.822927 1.022438 1.273859 0.46 -0.53 0.14
H 4.436256 0.190488 -0.143404 -0.06 -0.44 -0.04
```
Positions in Å, forces in eV/Å.


| no. | highest occupied orbital energy (eV) |
| --- | --- |
| 1 | -7.6 |
| 2 | -9.2 |
| 3 | -8.0 |
| 4 | -3.4 |